C15H25BN3O8 | ωB97M-V with the def2-TZVPD basis set

Energy (eV): -37483.7829
Charge: -1
Spin multiplicity: 1

CARTESIAN COORDINATES (ANGSTROEM)
O: 1.12033 0.71388 2.87356
O: 2.74512 -0.83873 1.16447
O: 0.95781 -1.45105 2.37932
O: 1.95430 5.07254 2.32850
O: 2.70912 2.38594 -0.73975
O: -0.01063 4.74228 1.50700
O: 1.07075 -0.06017 -2.01799
O: 4.81702 1.96767 -0.68456
N: 3.73914 2.10325 -0.14909
N: -1.04675 -1.87916 -2.77759
N: 1.16034 5.02464 1.40596
C: -4.73214 -2.05835 -0.10162
C: 2.13026 -3.11293 1.20060
C: -3.63807 -1.19198 -0.04171
C: 3.64123 1.89869 1.31843
C: -3.24792 -3.91187 0.30317
C: -4.53963 -3.43025 0.06390
C: 0.46317 -0.14048 2.36649
C: 1.66583 5.35022 0.04509
C: -0.84415 0.01457 1.75690
C: -0.27420 0.38957 -2.20937
C: -2.32202 -1.64359 0.17388
C: -2.16939 -3.02502 0.35427
C: -0.87819 -0.51114 -3.24538
C: 1.99034 -1.67589 1.53403
C: -1.08622 0.56117 -0.91884
B: -1.02638 -0.63784 0.21908
H: -2.09807 0.81009 -1.24935
H: 2.71871 5.59214 0.12433
H: -3.77498 -0.12861 -0.17406
H: -5.71690 -1.65706 -0.28803
H: 1.51031 4.47730 -0.58166
H: -5.38569 -4.09999 0.00640
H: -0.21109 -0.46375 -4.11640
H: 1.15732 -3.56153 1.06446
H: 4.62895 1.65272 1.68782
H: 2.68280 -3.18441 0.27786
H: -0.22915 1.37809 -2.68179
H: -0.05101 -1.33697 -0.03392
H: 1.09200 6.19709 -0.31877
H: 1.60629 0.68362 -1.72810
H: 2.94042 1.08390 1.48708
H: -0.69905 1.46940 -0.44838
H: 3.26951 2.82353 1.75207
H: -1.39171 -2.47851 -3.51050
H: 2.65100 -3.64508 1.98931
H: -0.17346 -2.23822 -2.42026
H: -3.08089 -4.96899 0.44693
H: -1.55181 -0.46179 2.43398
H: -1.00949 1.08415 1.76261
H: -1.82968 -0.10866 -3.57459
H: -1.18618 -3.43212 0.52648

Forces on atoms 1 to 6 (eV/Å):
0.8 0.7 0.4
0.8 0.9 -0.7
-0.1 -0.6 -0.3
0.0 0.0 0.0
0.0 0.1 -0.1
0.0 0.1 0.0



C15H25BrIMoO3P2 | ωB97M-V with the def2-TZVPD basis set

Energy (eV): -120647.4247
Charge: +3
Spin multiplicity: 3

CARTESIAN COORDINATES (ANGSTROEM)
I: 3.11503 -0.04356 -1.19548
Mo: 0.59335 0.01970 -2.32535
Br: -1.76303 2.49589 2.62967
P: 0.54608 -2.25004 -1.39829
P: 0.55108 2.19963 -1.53544
O: -1.85979 -1.16826 1.30872
O: -0.07347 0.20378 1.04576
O: -2.47771 0.02197 -1.57174
C: -0.47089 -1.04581 5.41994
C: -1.31318 -0.01899 -1.78024
C: 1.18395 -2.62605 0.28058
C: -1.07667 3.01558 -1.37044
C: -0.89873 -0.15808 3.21252
C: -1.02692 1.30109 5.14374
C: -0.96979 -0.38080 1.70899
C: -1.09712 -3.04378 -1.27499
C: 1.49791 -3.42339 -2.42135
C: 1.29436 2.67752 0.06375
C: -1.15910 1.10193 3.76296
C: -0.38695 0.17279 -4.19218
C: 1.43188 3.26516 -2.73078
C: -0.68012 0.22312 5.97077
C: -0.59152 -1.24096 4.04558
H: -0.45692 -2.22667 3.59615
H: -0.58025 0.37600 7.04408
H: 2.56213 -3.16966 -2.37643
H: -1.49946 2.73472 -0.39576
H: 1.13100 3.01192 -3.75400
H: 1.97887 -1.91752 0.54007
H: 1.15596 -3.35812 -3.45981
H: -1.19882 2.28641 5.56589
H: 2.24516 2.15204 0.20173
H: 1.45494 3.76490 0.08556
H: -0.21098 -1.89216 6.05328
H: -1.62690 -2.58897 -0.42163
H: 0.36006 -2.51281 0.99878
H: 1.33603 -4.44103 -2.04072
H: 1.57266 -3.65407 0.30068
H: -0.93091 -0.77689 -4.36114
H: -0.95753 -4.12357 -1.11392
H: 0.60794 2.36796 0.86247
H: 2.51320 3.11717 -2.62572
H: -0.93268 4.10460 -1.41976
H: -1.76325 2.69491 -2.16326
H: 0.43197 0.26854 -4.93490
H: -1.06124 1.04433 -4.26850
H: 1.17117 4.31089 -2.51614
H: -1.67079 -2.87138 -2.19369

Forces on atoms 1 to 6 (eV/Å):
-0.6 -0.1 -1.0
1.6 -1.2 -1.1
0.3 -0.7 1.0
-0.5 -2.8 1.9
-0.3 3.9 2.0
1.5 1.2 0.5



C15H25EuN4O3S | ωB97M-V with the def2-TZVPD basis set

Energy (eV): -58214.8282
ΔE to the lowest compared entry with this formula, charge and spin (kJ/mol): 46.9
Charge: +2
Spin multiplicity: 7

CARTESIAN COORDINATES (ANGSTROEM)
Eu: -0.34040 0.47585 0.84390
S: -3.84270 2.90247 2.84048
O: -0.77268 -1.79595 1.42744
O: -0.35564 -1.39560 -1.04224
O: -0.47966 1.27289 -1.45801
N: 0.16674 1.09030 -3.64494
N: -1.37737 -3.98544 1.17518
N: -2.53119 0.84684 1.45133
N: 1.59686 0.17681 2.67981
C: 2.59375 3.31286 0.78945
C: -0.15466 0.53441 -2.46279
C: -1.56311 -5.21783 0.42116
C: -0.70256 -2.74492 -0.80437
C: -0.20783 -0.97655 -2.38266
C: 1.68366 3.50899 3.03335
C: -3.14596 1.60253 2.17452
C: 2.83209 3.46071 2.18483
C: 0.36849 3.39198 2.54715
C: 0.16035 3.22310 1.15002
C: -1.45812 -4.04619 2.59742
C: 0.69742 0.37121 -4.83798
C: 1.29187 3.09914 0.31338
C: -0.97385 -2.82009 0.66774
C: 0.16800 2.54886 -3.70990
H: -0.49543 3.42095 3.16860
H: 1.22306 2.96609 -3.72081
H: 1.39417 0.34223 3.69626
H: 2.45375 0.64389 2.42257
H: 0.72648 -1.44220 -2.76274
H: 0.13028 -3.38895 -1.04504
H: -0.87900 3.21951 0.79315
H: -0.22230 2.84946 -2.78202
H: -1.08969 -1.37815 -2.98116
H: 3.76769 3.43591 2.65104
H: -0.49735 -4.45194 2.92621
H: -1.44169 -3.02564 3.08335
H: -1.34566 -5.08602 -0.64540
H: -0.83068 -5.93661 0.73476
H: 0.53897 1.06800 -5.74290
H: 3.41507 3.31860 0.10330
H: -0.47217 2.91523 -4.49085
H: 1.76230 3.48929 4.07873
H: 1.76229 0.05510 -4.67416
H: -2.31277 -4.61515 2.99788
H: 1.71434 -0.81117 2.64694
H: -2.58031 -5.63679 0.60712
H: 0.09546 -0.53090 -4.92854
H: 1.14630 2.79073 -0.75885
H: -1.61664 -3.04785 -1.33171

Forces on atoms 1 to 6 (eV/Å):
-1.7 -0.4 0.0
0.5 -1.6 -0.2
0.2 -0.7 -1.6
-0.1 1.3 0.6
0.7 -2.1 -0.2
0.3 -0.3 0.9



C15H25INO4S2 | ωB97M-V with the def2-TZVPD basis set

Energy (eV): -55400.0077
Charge: +1
Spin multiplicity: 1

CARTESIAN COORDINATES (ANGSTROEM)
I: -3.31674 -0.71939 -2.25441
S: -3.78891 1.40997 0.04962
S: -0.11810 -0.94263 2.69676
O: 4.08111 3.38681 -2.54180
O: 4.78760 1.60178 -1.34997
O: 2.69114 2.12208 -1.28374
O: -4.66814 -3.40177 -0.84883
N: -1.33319 0.68300 -0.64341
C: 1.63884 3.01428 -1.63303
C: -0.55030 0.55227 0.60433
C: -2.41787 -1.06398 0.85705
C: -3.22859 -0.64847 2.12220
C: -4.33707 -2.73984 0.36890
C: -2.64393 -0.00595 -0.30795
C: -2.81520 -2.50797 0.47004
C: 3.88505 2.46065 -1.80562
C: -2.83140 -2.52758 3.94941
C: -3.20011 -1.69870 3.16898
C: -0.83576 -0.91566 0.97708
C: 6.78869 2.94770 -0.98622
C: 6.14012 1.83753 -1.78510
C: 1.37282 -1.83621 0.19668
C: 0.02111 -1.91967 0.20643
H: -5.61621 -3.34153 -0.99461
H: 6.16647 2.04329 -2.85489
H: -2.43278 -3.28526 4.58305
H: 6.71532 2.74292 0.08295
H: -0.97166 1.17312 1.40973
H: 1.84119 -1.93491 -0.78412
H: 0.33044 -2.20513 2.87679
H: 6.29313 3.90177 -1.16619
H: 7.83943 3.04884 -1.25606
H: -1.48982 1.62676 -1.00872
H: -4.59326 1.41471 -1.03704
H: -2.42239 -3.22160 1.20069
H: -4.92424 -1.80921 0.41156
H: -2.78505 0.28336 2.49600
H: -4.65708 -3.38250 1.20091
H: -0.39332 -2.77042 -0.33790
H: 6.67647 0.90432 -1.62165
H: 0.70647 2.56735 -1.28739
H: -0.76838 0.22897 -1.37364
H: 0.50557 0.83018 0.57360
H: -4.28197 -0.47973 1.89522
H: -2.38433 -2.80719 -0.49165
H: 1.57640 3.15676 -2.71075
H: 1.97388 -1.74413 1.09674
H: 1.77457 3.97098 -1.13004

Forces on atoms 1 to 6 (eV/Å):
0.3 -0.3 0.1
-0.1 0.0 0.6
-0.1 0.5 0.7
-0.2 0.0 -0.1
-0.2 -0.1 -0.1
-0.3 -0.2 0.0



C15H25N2O2 | ωB97M-V with the def2-TZVPD basis set

SMILES: CCCC[NH2+]c1ccc(C(=O)OCCN(C)C)cc1
Energy (eV): -23029.5803
ΔE to the lowest compared entry with this formula, charge and spin (kJ/mol): 13.4
Charge: +1
Spin multiplicity: 1

CARTESIAN COORDINATES (ANGSTROEM)
O: 2.57431 1.95500 0.32475
O: 2.56534 -0.29172 0.47794
N: -3.63676 0.64102 -0.64886
N: 6.15965 -0.34761 -0.56969
C: 0.52935 0.78387 0.03557
C: -5.92543 -1.99951 0.27967
C: -0.19293 1.96540 -0.12075
C: 6.77325 0.81714 0.02883
C: -0.11823 -0.44582 -0.04712
C: 3.97261 -0.31203 0.69562
C: -2.18481 0.69204 -0.43404
C: -5.91411 0.55633 0.34041
C: -6.32647 -0.70677 -0.42319
C: -4.42026 0.65406 0.62292
C: 4.72939 -0.29967 -0.65757
C: -1.48019 -0.49271 -0.28186
C: 6.70156 -1.58589 -0.05758
C: 1.99869 0.89623 0.28771
C: -1.55369 1.92421 -0.35421
H: 4.16943 -1.23328 1.24544
H: 6.67227 0.84483 1.12278
H: -7.41225 -0.68856 -0.51905
H: 7.76867 -1.61123 -0.27402
H: 4.25932 0.56053 1.28963
H: 4.45095 0.61544 -1.18840
H: -6.36676 -2.84912 -0.23322
H: -4.84752 -2.14978 0.29642
H: -5.92888 -0.69571 -1.44303
H: -6.24395 1.43799 -0.21349
H: -3.88696 -0.22050 -1.15281
H: -4.18744 1.57744 1.15563
H: 7.83510 0.81175 -0.21402
H: 6.22737 -2.42524 -0.56274
H: -2.11273 2.83973 -0.47764
H: 0.44726 -1.35553 0.07055
H: -4.08446 -0.18688 1.23085
H: 6.57046 -1.70170 1.02774
H: -3.93188 1.44164 -1.22178
H: 0.33458 2.90445 -0.05668
H: 6.32621 1.71670 -0.38881
H: 4.39036 -1.15727 -1.24653
H: -6.28865 -2.00217 1.30378
H: -1.98429 -1.44544 -0.35140
H: -6.42747 0.56837 1.30221

Forces on atoms 1 to 6 (eV/Å):
-0.2 -0.2 0.0
-0.7 -0.1 -0.2
0.1 -0.1 -0.1
0.1 0.0 -0.1
-0.4 0.0 -0.1
-0.1 0.1 -0.2